{"formula": "C42H36BF4O26", "method": "wB97M-V/def2-TZVPD", "molar_mass_g_mol": 1043.528, "homo_lumo_gap_ev": 6.21, "e_tot_ev": -108902.797, "lumo_ev": -0.68, "de_lowest_kj_mol": 481.32, "charge": -1, "elements": ["B", "F", "F", "F", "F", "C", "C", "C", "O", "C", "C", "C", "O", "O", "O", "H", "H", "H", "H", "C", "C", "C", "O", "C", "C", "C", "O", "O", "O", "H", "H", "H", "H", "C", "C", "C", "O", "C", "C", "C", "O", "O", "O", "H", "H", "H", "H", "C", "C", "C", "O", "C", "C", "C", "O", "O", "O", "H", "H", "H", "H", "C", "C", "C", "O", "C", "C", "C", "O", "O", "O", "H", "H", "H", "H", "C", "C", "C", "O", "C", "C", "C", "O", "O", "O", "H", "H", "H", "H", "C", "C", "O", "C", "H", "H", "H", "H", "H", "H", "C", "C", "O", "C", "H", "H", "H", "H", "H", "H"], "xyz": [[-0.7553, 0.5807, 0.8319], [-1.2503, 0.5447, 2.1329], [-1.6573, -0.1093, 0.1029], [-0.5073, 1.8857, 0.4129], [0.5307, -0.1453, 0.7569], [2.2027, 1.1397, -3.8131], [3.2337, 2.1667, -4.3681], [3.8277, 3.1197, -3.5041], [4.7487, 3.7267, -3.9601], [3.6367, 2.9607, -2.1191], [2.6937, 1.9657, -1.5791], [1.7557, 1.2217, -2.4911], [0.8277, 0.4727, -2.0151], [2.3147, 1.8947, -0.2281], [3.6337, 2.1917, -5.7241], [1.7617, 0.5027, -4.6761], [4.2687, 3.7757, -1.6151], [1.8787, 1.2887, 0.0499], [4.0067, 2.9327, -5.5081], [-3.0743, -2.9993, -5.7721], [-2.0463, -1.9443, -6.3031], [-1.0443, -1.4853, -5.4861], [-0.1863, -0.7283, -5.9111], [-0.9823, -2.0693, -4.1331], [-2.0833, -2.9093, -3.5191], [-3.0733, -3.5483, -4.3431], [-3.8153, -4.3493, -3.9871], [-2.3593, -2.7823, -2.1541], [-2.2293, -1.3893, -7.5331], [-3.7623, -3.4263, -6.7081], [-0.2043, -1.5183, -3.5441], [-1.6583, -2.5633, -1.5491], [-1.6023, -0.7113, -7.7301], [-1.3713, 3.3967, -5.2991], [-2.2583, 2.0587, -5.3471], [-2.5623, 1.3307, -4.1211], [-3.1393, 0.2997, -4.1151], [-2.1523, 1.9017, -2.9061], [-1.2573, 3.1677, -2.8361], [-0.9873, 3.9357, -4.0861], [-0.2033, 4.9687, -3.9231], [-0.3683, 3.3957, -1.7571], [-2.7743, 1.5517, -6.5311], [-1.1553, 3.9847, -6.0291], [-1.9443, 1.1467, -1.9301], [-0.4223, 2.7667, -1.0911], [-3.6423, 1.3747, -6.1251], [1.0827, -4.7013, -0.5501], [1.2307, -3.1813, -0.5901], [2.5167, -2.6853, -0.1911], [2.7107, -1.4323, -0.3841], [3.6297, -3.6063, 0.0009], [3.4237, -5.1253, 0.0869], [2.1147, -5.6773, -0.1771], [1.8657, -6.8513, -0.2051], [4.4497, -5.9443, 0.4979], [0.3307, -2.2983, -0.8651], [0.2027, -5.1353, -0.9741], [4.4957, -3.3053, 0.4789], [5.2827, -5.4873, 0.4479], [0.7627, -1.4363, -0.7401], [-4.9033, -3.9923, 3.1019], [-3.7453, -4.7753, 2.5839], [-2.4743, -4.1073, 2.1159], [-1.4953, -4.7263, 1.6849], [-2.4763, -2.6133, 2.2469], [-3.7293, -1.8523, 2.6259], [-4.9333, -2.5683, 3.1629], [-5.9053, -1.9623, 3.4899], [-3.7723, -0.4733, 2.5629], [-3.6983, -6.1693, 2.6509], [-5.7113, -4.5583, 3.5119], [-1.6593, -2.0673, 1.7839], [-2.9913, -0.2533, 1.9829], [-3.3263, -6.4553, 1.7949], [-0.3353, 6.5557, 2.7949], [-0.0483, 5.0727, 2.3669], [1.2107, 4.4547, 2.7329], [1.5597, 3.2347, 2.4619], [2.2387, 5.2547, 3.3719], [2.0767, 6.7847, 3.7269], [0.6717, 7.3757, 3.4329], [0.5077, 8.6237, 3.6439], [2.8097, 7.3557, 4.6239], [-0.9393, 4.2587, 1.7529], [-1.3343, 7.0877, 2.6309], [3.2477, 4.6077, 3.5179], [3.7647, 7.0697, 4.7649], [-0.5903, 3.5907, 1.2289], [-1.3823, 2.1507, 5.0959], [-0.5513, 1.3007, 5.9759], [-0.8063, 1.1977, 7.1219], [0.7927, 0.7977, 5.3999], [-1.8173, 1.6187, 4.1409], [-0.8563, 2.9637, 4.8149], [-2.3123, 2.4977, 5.7889], [1.4117, -0.2463, 5.9869], [1.5577, 1.4917, 5.5159], [0.5897, 0.4917, 4.4059], [3.0127, -1.8673, 3.1099], [2.2027, -2.8483, 3.8319], [2.6037, -3.3203, 4.8429], [1.0587, -3.4023, 3.0389], [3.5347, -1.1593, 3.8809], [2.2677, -1.3673, 2.3559], [3.6697, -2.4323, 2.6089], [0.2797, -2.6583, 2.9959], [0.5007, -4.0803, 3.7229], [1.3347, -3.9833, 2.2619]], "forces_ev_per_a": [[1.889, -1.309, 0.932], [0.329, 0.414, 0.642], [-1.041, -0.399, -1.600], [-0.241, 0.511, -0.189], [-1.010, 0.875, 0.413], [3.368, 3.350, -6.674], [-6.759, -7.353, -1.066], [0.429, -1.980, 1.404], [1.970, 2.743, -1.337], [-2.475, -1.124, 4.095], [0.167, 3.731, 2.159], [-1.165, -3.627, 1.803], [2.524, 2.774, -1.371], [11.202, 13.570, -8.163], [-4.905, -6.585, 2.691], [0.502, 0.893, 2.063], [-1.263, -1.832, 0.172], [-9.008, -12.730, 4.577], [5.224, 7.968, -0.517], [2.740, 3.033, -5.039], [-8.208, -4.658, -1.027], [2.899, -0.931, 2.836], [0.208, 0.816, -0.067], [-2.919, -1.607, 2.490], [5.843, 6.167, 1.911], [2.280, 3.814, -4.393], [-3.645, -4.041, 1.914], [-1.059, -1.918, -2.862], [-1.081, -2.017, 1.018], [1.682, 1.023, 3.135], [-1.024, -0.872, 0.044], [1.230, 0.533, -0.096], [1.153, 0.816, 0.307], [-5.692, -8.999, 2.654], [4.454, 6.401, -2.817], [0.744, 2.387, 1.420], [-1.960, -3.416, -1.220], [5.823, 3.778, 5.189], [-1.149, -5.877, 2.082], [4.200, 3.586, 3.811], [-3.192, -3.441, -1.381], [-2.148, 2.593, -5.395], [0.369, 1.549, 2.708], [0.988, 2.933, -5.334], [-1.147, 2.149, -2.879], [-0.661, -2.572, 2.067], [-0.434, -1.163, -1.073], [0.086, 5.821, -0.634], [-0.788, -7.684, 1.176], [2.917, 3.660, -2.140], [-0.377, -3.394, 1.182], [-2.513, -6.706, 0.865], [3.727, 6.145, 1.025], [-1.668, 1.254, -1.192], [0.208, -1.343, 0.322], [-2.351, 0.290, -0.911], [-0.958, -0.595, -0.623], [-0.549, -0.121, 0.113], [1.768, 1.027, 0.382], [0.485, 0.549, 0.066], [0.012, 1.074, 0.129], [4.957, -4.795, -1.766], [-3.520, 1.151, 2.161], [0.755, 1.628, -0.180], [-1.730, 0.389, 0.562], [-4.661, 1.553, 0.606], [5.315, -0.611, -1.198], [1.266, 0.303, -1.200], [-1.453, 1.006, 0.805], [0.595, -2.795, -0.808], [-0.699, 2.085, -0.709], [-0.465, -0.134, 0.075], [-0.044, -0.057, 0.205], [-0.634, 0.320, 0.872], [0.315, -0.013, 0.532], [-0.470, -5.035, -1.704], [-3.146, 4.222, 0.737], [4.268, -3.047, -0.679], [-2.423, 3.910, 0.746], [1.724, 4.247, 1.313], [-1.324, -8.393, -1.131], [0.909, 3.477, 0.212], [0.334, -3.935, -0.430], [2.190, 1.649, 0.685], [-1.032, 4.671, 2.447], [1.615, -1.209, -0.018], [-2.434, 2.050, -0.090], [-1.999, -0.098, -0.686], [1.764, -2.618, -1.234], [-5.493, -2.583, 0.376], [2.348, -0.036, -1.326], [-0.764, -0.651, 2.789], [-0.025, -4.427, 2.204], [1.056, 0.961, 1.858], [1.780, 2.798, -1.174], [2.158, -0.725, -1.808], [-2.565, 3.040, -1.471], [1.081, 1.701, -0.284], [0.429, -0.064, -1.232], [-3.146, 4.962, 1.485], [0.119, -0.667, -1.691], [0.178, -0.878, 2.479], [-2.360, 0.542, 5.212], [-0.922, -1.116, -1.775], [1.923, -0.224, 1.299], [2.822, -1.796, -2.090], [0.010, 0.619, -1.402], [0.660, -0.159, -0.247], [0.708, -1.154, -3.122]], "lowdin_charge": [-1.251, 0.130, 0.184, 0.136, 0.048, 0.116, -0.072, -0.462, 0.137, 0.093, -0.043, -0.327, 0.051, 0.176, 0.154, 0.138, 0.157, -0.098, -0.033, 0.142, -0.206, -0.454, 0.096, 0.114, -0.112, -0.452, 0.185, 0.081, 0.080, 0.163, 0.113, 0.071, 0.090, 0.128, -0.053, -0.495, 0.141, 0.097, -0.057, -0.348, 0.043, 0.087, 0.076, 0.044, 0.178, 0.014, 0.124, 0.114, -0.203, -0.325, 0.064, 0.102, -0.114, -0.417, 0.138, 0.099, 0.111, 0.102, 0.076, 0.106, 0.077, 0.094, -0.125, -0.338, 0.070, 0.101, -0.108, -0.411, 0.147, 0.075, 0.044, 0.109, 0.085, 0.094, 0.119, 0.096, -0.121, -0.364, 0.038, 0.065, -0.170, -0.341, 0.038, 0.091, 0.126, 0.135, 0.153, 0.177, 0.041, -0.018, -0.541, 0.074, -0.011, 0.115, 0.019, 0.140, 0.176, 0.032, 0.032, -0.016, -0.548, 0.084, -0.002, 0.133, 0.113, 0.020, 0.078, 0.105, 0.035]}